Record 1
An isolated ion of composition C27H27N2S and charge +1 at a distorted geometry. Source: the Open Molecules 2025 dataset; level of theory: the ωB97M-V functional and the def2-TZVPD basis.

Last column: natural (NBO) charge in e.
Geometry (Å):
1 S 1.40277 1.99787 1.37778  0.78
2 N 3.57080 0.73030 -2.01101  -0.53
3 N -6.43331 1.93821 2.74030  -0.24
4 C -2.67530 -2.48957 -1.73322  0.00
5 C -3.36298 0.26276 2.31046  -0.15
6 C 4.62547 -1.37854 -1.10832  -0.23
7 C 3.01777 -2.82911 0.01236  -0.22
8 C 3.56964 -0.52920 -1.41172  0.12
9 C -1.26657 1.08250 1.41170  -0.08
10 C -2.29829 -0.20855 -1.04977  -0.21
11 C 0.06943 0.69464 -0.76563  -0.25
12 C 4.33649 -2.54254 -0.37976  -0.21
13 C 0.06292 0.75151 0.75135  -0.25
14 C 2.04256 2.63754 -2.48300  -0.66
15 C -1.38722 -2.51860 -2.26285  -0.21
16 C -1.77473 2.38663 1.42310  -0.24
17 C 0.92286 2.44412 3.06702  -0.74
18 C -3.14933 -1.30149 -1.16676  -0.22
19 C -5.29475 1.76858 2.52189  0.25
20 C 1.47879 0.43580 -1.23628  -0.19
21 C -3.53609 -3.71423 -1.78950  -0.63
22 C -0.52356 -1.43641 -2.09283  -0.21
23 C -3.89875 1.55039 2.24660  -0.16
24 C -2.03921 0.03720 1.93771  -0.14
25 C -0.92619 -0.34398 -1.31626  0.01
26 C 2.23961 -0.75470 -0.93874  -0.03
27 C 2.67059 0.80236 1.92519  -0.73
28 C 1.96273 -1.94269 -0.25265  -0.26
29 C 2.33055 1.30702 -1.91310  0.22
30 C -3.07704 2.61699 1.87174  -0.15
31 H -4.51169 -3.52188 -1.33430  0.22
32 H 0.92926 1.54701 3.69083  0.24
33 H -2.69139 0.75057 -0.70336  0.21
34 H 2.67262 2.82259 -3.36383  0.24
35 H -0.05322 2.92288 3.09031  0.27
36 H 0.45935 -0.19310 1.16185  0.24
37 H 2.67591 -0.10542 1.31854  0.28
38 H 3.62070 1.33895 1.82412  0.26
39 H 2.80811 -3.76035 0.53972  0.23
40 H -0.24548 1.68470 -1.13860  0.23
41 H 2.46302 0.56275 2.97268  0.24
42 H 4.36873 1.17261 -2.45837  0.42
43 H 1.69386 3.15008 3.39803  0.26
44 H -1.61821 -0.97148 1.97822  0.23
45 H 0.93401 -2.16776 0.03582  0.22
46 H -1.03996 -3.40892 -2.79118  0.22
47 H -3.06124 -4.54145 -1.24584  0.23
48 H -3.99106 -0.57005 2.62761  0.25
49 H -3.46893 3.63488 1.91658  0.25
50 H 0.98550 2.67543 -2.77613  0.24
51 H 2.22623 3.42998 -1.74088  0.23
52 H 5.63084 -1.12748 -1.45044  0.23
53 H 0.46252 -1.46223 -2.55557  0.23
54 H -3.70022 -4.05510 -2.81971  0.23
55 H -4.17763 -1.24895 -0.79975  0.22
56 H -1.16747 3.22761 1.06571  0.22
57 H 5.13616 -3.24071 -0.12787  0.23

Orbital gap in Eh: 0.289
Total charge: +1

---

Record 2
C40H102BCoF4N6O16 as an isolated structure at a distorted geometry. Source: the Open Molecules 2025 dataset; level of theory: the ωB97M-V functional and the def2-TZVPD basis.

Last column: Löwdin spin population.
Geometry (Å):
1 Co -19.49350 26.07999 -19.45718  2.77
2 F -21.18645 24.95185 -18.59908  0.02
3 F -22.70571 24.80263 -20.24978  0.00
4 F -22.99615 23.61031 -18.30886  0.00
5 F -23.24261 25.88398 -18.21013  0.00
6 O -18.68831 27.26845 -21.20562  0.02
7 O -25.47772 28.65020 -20.84273  0.00
8 O -21.53448 20.74412 -20.30448  0.00
9 O -21.12443 24.64883 -22.68196  0.00
10 O -17.61856 20.53768 -17.19337  0.00
11 O -16.66923 23.52183 -12.93996  0.00
12 O -27.40371 23.18471 -18.08354  0.00
13 O -23.91037 25.39250 -24.95101  0.00
14 O -28.68094 25.25158 -25.47143  0.00
15 O -18.66141 24.20663 -18.68873  0.03
16 O -17.36691 26.63142 -19.10845  0.02
17 O -21.72846 24.65613 -13.97310  0.00
18 O -21.05016 27.48141 -20.01962  0.03
19 O -27.72385 26.63771 -15.81929  0.00
20 O -25.20059 24.08847 -20.85118  0.00
21 O -29.57462 22.12277 -13.71507  0.00
22 N -19.41467 22.97721 -13.44995  0.00
23 N -27.90508 24.88242 -13.55718  0.00
24 N -19.80329 24.80755 -21.10237  0.04
25 N -19.56865 27.17036 -17.61180  0.03
26 N -25.97571 25.71328 -23.03269  0.00
27 N -20.26062 19.53433 -17.94381  0.00
28 C -29.40743 26.03807 -26.39464  0.00
29 C -22.63402 25.57911 -24.36078  0.00
30 C -18.45178 28.16063 -17.63274  0.00
31 C -25.38083 29.77982 -21.67496  0.00
32 C -16.22488 25.91465 -19.51897  0.00
33 C -20.75744 22.39928 -13.54935  0.00
34 C -29.07946 20.87834 -14.14093  0.00
35 C -19.70030 19.50984 -16.58072  0.00
36 C -21.33918 28.41376 -18.98004  0.00
37 C -22.42369 24.50519 -23.30623  0.00
38 C -18.03470 23.81241 -17.47256  0.00
39 C -26.35058 27.03450 -22.52329  0.00
40 C -21.79604 27.70898 -21.20862  0.00
41 C -26.51664 22.88286 -19.17093  0.00
42 C -21.85037 24.46900 -15.36577  0.00
43 C -26.98681 25.97049 -16.83909  0.00
44 C -18.83334 26.58351 -22.44322  0.00
45 C -17.09305 22.79127 -14.06247  0.00
46 C -27.64598 23.50786 -13.16036  0.00
47 C -22.33056 20.96479 -21.44588  0.00
48 C -26.66781 25.59811 -13.90570  0.00
49 C -22.25758 20.16054 -19.25822  0.00
50 C -18.19735 19.39149 -16.57417  0.00
51 C -16.17005 22.74046 -11.87465  0.00
52 C -26.96481 26.86499 -14.65567  0.00
53 C -17.13062 27.48172 -17.99258  0.00
54 C -26.13370 24.20604 -19.79887  0.00
55 C -19.75803 23.37753 -20.72431  0.00
56 C -18.81028 25.08908 -22.16454  0.00
57 C -16.21094 20.44838 -17.09366  0.00
58 C -28.85272 22.75619 -12.66107  0.00
59 C -20.86779 27.88227 -17.60724  0.00
60 C -27.07412 25.09617 -23.79529  0.00
61 C -21.83794 23.42700 -13.25106  0.00
62 C -25.24885 27.41272 -21.50203  0.00
63 C -18.39367 22.03257 -13.86793  0.00
64 C -21.50679 20.30500 -17.93453  0.00
65 C -18.39558 28.63452 -21.48422  0.00
66 C -27.45618 25.83534 -25.06358  0.00
67 C -18.78397 23.07570 -19.56556  0.00
68 B -22.57206 24.82579 -18.84333  0.00
69 H -27.54340 27.49077 -13.97233  0.00
70 H -27.66535 26.89716 -24.87879  0.00
71 H -25.68426 22.28460 -18.77698  0.00
72 H -21.61942 27.17793 -17.25839  0.00
73 H -22.37542 23.56554 -23.86667  0.00
74 H -24.56814 25.61366 -24.24890  0.00
75 H -20.76696 21.67198 -12.73547  0.00
76 H -15.73616 19.71086 -17.74695  0.00
77 H -23.22985 24.41012 -22.58208  0.00
78 H -17.91232 18.42625 -16.99655  0.00
79 H -22.88325 24.16458 -15.57630  0.00
80 H -28.12326 20.98054 -14.66882  0.00
81 H -27.32688 27.01032 -22.02268  0.00
82 H -25.65735 25.09903 -22.28157  0.00
83 H -27.09508 24.58242 -20.16666  0.00
84 H -22.87372 23.08587 -13.33173  0.00
85 H -20.01718 20.41991 -16.04663  0.00
86 H -25.11291 26.72570 -20.66972  0.00
87 H -22.56630 26.56504 -23.88267  0.00
88 H -25.38954 30.67438 -21.05584  0.00
89 H -27.20780 22.92883 -13.99019  0.00
90 H -28.40936 24.87975 -14.44475  0.00
91 H -16.25233 22.15998 -14.39718  0.00
92 H -15.81859 21.42930 -17.36879  0.00
93 H -18.56270 28.97619 -18.34865  0.00
94 H -20.88929 21.94509 -14.53882  0.00
95 H -26.70446 24.09452 -24.04221  0.00
96 H -17.01474 23.47217 -17.65289  0.00
97 H -26.69040 25.73092 -25.83939  0.00
98 H -26.12306 26.59772 -17.10109  0.00
99 H -20.75055 23.14650 -20.34047  0.00
100 H -19.18420 22.24026 -18.99251  0.00
101 H -19.30945 23.87998 -13.89197  0.00
102 H -25.88532 25.00383 -14.40265  0.00
103 H -24.29754 24.08784 -20.49235  0.00
104 H -29.48104 27.06417 -26.02120  0.00
105 H -19.13812 29.04999 -22.17251  0.00
106 H -17.44052 28.80073 -21.98202  0.00
107 H -26.86460 23.48446 -12.39267  0.00
108 H -19.40555 26.81981 -16.67178  0.00
109 H -25.80517 24.93943 -19.05930  0.00
110 H -26.98646 22.17962 -19.86813  0.00
111 H -29.78209 20.50163 -14.88455  0.00
112 H -19.64827 20.08536 -18.54022  0.00
113 H -21.13459 23.76299 -15.80166  0.00
114 H -29.00592 20.15558 -13.32427  0.00
115 H -16.03120 24.96724 -19.00569  0.00
116 H -19.58214 22.72176 -21.57690  0.00
117 H -15.76931 23.45462 -11.15886  0.00
118 H -20.67831 24.91332 -21.62606  0.00
119 H -22.75722 20.05288 -21.86727  0.00
120 H -18.48765 29.23070 -20.57982  0.00
121 H -18.07652 24.63459 -16.75854  0.00
122 H -26.40794 27.80154 -23.29338  0.00
123 H -21.70509 21.43582 -22.21047  0.00
124 H -26.21609 29.85861 -22.37761  0.00
125 H -18.67758 21.42522 -14.73899  0.00
126 H -22.48688 19.09803 -19.39338  0.00
127 H -17.96406 26.76992 -23.08739  0.00
128 H -26.03411 27.39542 -14.89585  0.00
129 H -21.76796 23.75262 -12.21107  0.00
130 H -20.86622 28.74089 -16.92910  0.00
131 H -21.87529 25.52346 -25.13848  0.00
132 H -27.73458 22.34067 -17.76185  0.00
133 H -15.32322 26.50684 -19.34212  0.00
134 H -28.91723 26.03491 -27.37493  0.00
135 H -29.61403 23.41909 -12.25058  0.00
136 H -21.71328 25.45042 -15.82616  0.00
137 H -21.35339 21.32184 -17.54368  0.00
138 H -18.23240 21.27754 -13.08921  0.00
139 H -16.81039 26.87882 -17.13197  0.00
140 H -22.42606 28.48415 -18.87277  0.00
141 H -19.12248 24.67020 -23.12862  0.00
142 H -28.53923 22.04903 -11.88633  0.00
143 H -20.98406 29.41275 -19.24996  0.00
144 H -26.21014 25.78496 -12.92452  0.00
145 H -22.82783 27.95587 -20.96197  0.00
146 H -16.31935 28.18740 -18.17766  0.00
147 H -16.31339 25.68774 -20.57996  0.00
148 H -20.50898 24.06206 -23.12367  0.00
149 H -21.83161 26.83333 -21.85619  0.00
150 H -26.66209 25.00105 -16.46826  0.00
151 H -19.71729 26.92546 -22.98707  0.00
152 H -21.29516 28.50137 -21.76984  0.00
153 H -24.28089 27.47239 -22.02020  0.00
154 H -18.60699 23.01318 -16.99523  0.00
155 H -18.40015 28.55132 -16.61396  0.00
156 H -15.35539 22.07976 -12.19563  0.00
157 H -27.56399 25.88165 -17.75379  0.00
158 H -15.89653 20.22821 -16.06842  0.00
159 H -17.94650 19.45866 -15.50799  0.00
160 H -24.46049 29.76028 -22.27317  0.00
161 H -30.38813 25.58461 -26.51631  0.00
162 H -16.97841 22.14358 -11.44320  0.00
163 H -17.77221 22.87512 -19.93314  0.00
164 H -20.19551 18.70038 -16.03994  0.00
165 H -23.08221 21.73735 -21.23827  0.00
166 H -23.22500 20.66028 -19.10224  0.00
167 H -27.91716 24.86246 -23.13455  0.00
168 H -22.20772 19.88065 -17.20329  0.00
169 H -17.79862 24.73316 -21.98175  0.00
170 H -17.09622 23.47443 -14.92156  0.00

Orbital gap (spin up / spin down) in Eh: 0.292 / 0.292
Multiplicity: 4
Total charge: +1

---

Number 1: DFT total energy -42246.2444 eV. Number 2: DFT total energy -133999.9495 eV.